(1)
Computed, not measured: a molecular structure, C30H27Cl3I2InN6O3S, with ωB97M-V/def2-TZVPD.

XYZ file:
```
73
Properties=species:S:1:pos:R:3:forces:R:3
In -0.100350 -0.602400 -0.839436 0.4 -0.1 0.2
I 5.571172 -2.482222 -5.212607 0.1 -0.1 -0.1
C 4.075561 -1.479214 -4.175231 -0.1 0.1 0.1
C 3.017562 -0.906512 -4.868637 0.0 0.0 0.1
C 2.016907 -0.244686 -4.172643 0.1 -0.1 -0.1
I 0.378074 0.532623 -5.183157 -0.1 0.0 0.0
C 2.055510 -0.123164 -2.780086 0.0 -0.1 0.1
O 1.114543 0.514811 -2.104949 -0.2 0.1 0.1
C 3.121137 -0.736360 -2.097766 0.1 0.0 0.0
C 3.075602 -0.715941 -0.598947 0.0 0.0 0.0
N 1.927943 -1.530445 -0.115850 -0.2 -0.1 0.0
C 2.045564 -2.947352 -0.466192 0.0 0.0 0.0
C 1.112497 -3.374593 -1.578410 0.1 0.0 0.0
C 1.313066 -4.566970 -2.258745 0.0 0.1 0.0
C 0.442475 -4.914701 -3.272117 0.0 0.0 -0.1
C -0.613224 -4.066976 -3.588926 0.0 0.0 0.0
C -0.754135 -2.903409 -2.869228 0.0 0.1 0.0
N 0.093680 -2.576610 -1.878759 -0.3 0.1 -0.2
C 4.122605 -1.400425 -2.790765 0.0 0.0 0.0
H 2.964134 -0.982145 -5.945804 0.0 0.0 0.0
H 2.927274 0.298280 -0.225234 0.0 0.0 0.0
H 4.005447 -1.109134 -0.179319 0.0 0.0 0.0
H 1.782518 -1.432465 0.890654 0.1 0.1 0.0
H 1.847132 -3.562540 0.415093 -0.1 0.0 0.0
H 3.063876 -3.172462 -0.791105 0.0 0.0 0.1
H 2.156275 -5.194465 -2.002250 0.0 0.0 0.0
H 0.590186 -5.833513 -3.823964 0.0 0.0 0.0
H -1.303120 -4.296236 -4.387517 0.0 0.0 0.0
H -1.543001 -2.190361 -3.078203 0.0 0.0 0.0
H 4.940498 -1.857902 -2.246427 0.0 0.0 0.0
C 1.141806 6.940341 3.167131 0.0 0.0 0.0
C 0.566060 5.661843 2.628937 0.0 0.1 0.0
C -0.798118 5.401477 2.717821 0.0 -0.1 0.0
C -1.336981 4.234754 2.200007 0.1 0.1 0.0
C -0.482707 3.323769 1.592914 0.0 0.1 0.1
C 0.886432 3.551756 1.490523 -0.1 0.0 0.0
C 1.396642 4.722632 2.013707 0.1 0.0 0.0
S -1.183057 1.903039 0.886581 -0.1 0.1 -0.4
O -1.094035 2.216275 -0.618817 -0.2 0.0 0.0
O -2.525705 1.730062 1.351201 0.1 -0.1 0.0
N -0.210091 0.670128 1.054710 -0.2 -0.2 0.4
C -0.114381 0.108482 2.368500 0.1 0.1 -0.4
C -0.725120 0.640343 3.506114 0.0 0.0 0.1
C -0.518744 0.011358 4.718564 0.0 0.0 0.0
C 0.268295 -1.129529 4.782746 0.0 0.0 0.0
C 0.824322 -1.582482 3.605391 0.0 0.0 0.0
N 0.644763 -0.980169 2.427049 0.1 -0.1 0.0
H 0.425215 7.467012 3.793982 0.0 0.0 0.0
H 1.423850 7.603500 2.347604 0.0 0.0 0.0
H 2.039259 6.748807 3.755083 0.0 0.0 0.0
H -1.448737 6.121560 3.196915 0.0 0.0 0.0
H -2.396865 4.032223 2.262677 0.0 0.0 0.0
H 1.530691 2.828976 1.007821 0.0 0.0 0.0
H 2.459421 4.917260 1.942782 0.0 0.0 0.0
H -1.356178 1.514043 3.464846 0.0 0.0 0.0
H -0.978605 0.413411 5.611619 0.0 0.0 0.0
H 0.446835 -1.647394 5.713413 0.0 0.0 0.0
H 1.450797 -2.467137 3.598098 0.0 0.0 0.0
Cl -2.323886 3.958404 -2.504669 0.0 -0.1 0.0
C -3.016421 2.361595 -2.210725 0.1 0.0 0.1
Cl -4.390577 2.507424 -1.091378 0.0 0.0 0.0
Cl -3.565409 1.674587 -3.734914 0.0 0.0 0.0
C -2.010980 1.385295 -1.587620 -0.2 0.1 -0.1
N -1.868545 0.199453 -1.744087 0.2 -0.1 0.1
C -5.030589 -3.237922 0.670638 0.0 0.0 0.0
C -4.252279 -2.124741 1.373946 0.2 0.0 -0.1
C -2.893643 -1.981958 0.843650 -0.2 0.1 0.1
N -1.834740 -1.846119 0.428395 0.2 0.0 0.0
H -6.022848 -3.314944 1.109715 0.0 0.0 0.0
H -4.529940 -4.197906 0.782523 0.0 0.0 0.0
H -5.140910 -3.022476 -0.390536 0.0 0.0 0.0
H -4.166213 -2.305281 2.446193 0.0 0.0 0.0
H -4.735522 -1.154289 1.247464 0.0 0.0 0.0
```
Positions in Å, forces in eV/Å.

Output
HOMO level = -9.9 eV
electronic energy = -4277.7751 hartree
gap between HOMO and LUMO = 7.6 eV
total charge = +1
lowest unoccupied orbital energy = -2.294 eV
relative energy (zero: lowest compared OMol25 entry of this formula, charge and spin) = 1.062 eV

(2)
Computed, not measured: 4 unconnected molecules or ions with the total composition C30H27ClF3N5OS at a distorted geometry, with ωB97M-V/def2-TZVPD.

XYZ file:
```
68
Properties=species:S:1:pos:R:3:forces:R:3
C -2.371676 4.650010 1.134575 -1.3 -1.6 -0.5
C -3.087083 3.417904 0.837260 1.7 1.7 0.4
C -2.373407 2.242054 -0.040255 -0.8 1.5 -0.8
C -0.774298 2.310958 0.022530 3.4 0.1 1.4
C 0.056614 2.478031 -1.331634 3.1 0.1 2.6
C 1.625785 2.600547 -1.350942 -4.1 -0.4 1.8
C 2.299550 2.812805 -2.776721 -0.4 -0.1 0.3
C 3.896199 2.829297 -2.816549 0.5 -0.3 -1.7
C 4.599703 1.434808 -2.507232 -0.9 -1.2 0.0
F 6.004989 1.332017 -2.860487 -2.7 0.8 2.0
C 4.003790 0.299360 -1.882538 1.5 1.2 -0.1
F 2.869924 -0.392308 -2.371810 2.4 2.1 2.3
F 4.626020 -0.215364 -0.700360 -1.6 0.0 -3.7
C 2.327010 2.537725 0.041948 1.0 0.2 1.5
N 3.743457 2.668059 0.273319 -3.6 -0.6 1.5
S 4.040697 2.498733 1.939014 -3.6 -0.1 -1.9
N 2.452886 2.285777 2.588498 -0.8 0.5 -5.0
C 1.574551 2.338998 1.434856 0.0 0.0 -1.0
C -0.011495 2.221775 1.389621 -0.1 0.4 -2.7
C -0.793449 2.038956 2.775824 1.3 -0.3 0.2
C -0.157348 0.729221 3.490047 0.9 -3.2 -3.0
O 0.165766 -0.287023 2.830636 -1.5 4.4 3.2
Cl 0.097388 0.728755 5.319469 -0.4 0.3 -1.6
H -2.118084 4.884946 2.227588 -1.8 0.7 -1.6
H -2.064133 5.391095 0.302122 1.0 -2.0 1.4
H -4.168443 3.325689 1.227796 2.3 -0.9 0.4
H -2.780179 1.233762 0.334533 0.6 1.6 -0.6
H -2.747965 2.421442 -1.123646 0.9 -0.8 1.5
H -0.518634 2.517437 -2.327899 1.0 -0.1 1.8
H 1.926777 3.822749 -3.201745 0.7 -1.6 0.8
H 1.849874 2.008742 -3.482028 1.0 1.2 1.2
H 4.205580 3.131474 -3.894578 -0.6 -0.5 1.7
H 4.302726 3.685283 -2.147844 -0.5 -1.9 -0.7
H -0.592599 2.939225 3.473838 -0.5 -1.4 -1.2
H -1.920095 1.840471 2.640108 1.8 0.4 0.2
N -5.003491 0.063130 1.314185 -0.1 -0.6 0.1
C -6.048561 -0.584579 0.772785 0.4 0.4 0.1
C -6.392133 -1.889911 1.085644 0.1 -0.1 0.1
C -5.610426 -2.571454 2.008621 0.0 0.0 0.0
C -4.523534 -1.926693 2.581909 -0.1 -0.1 0.1
C -4.265826 -0.619532 2.205366 -0.3 0.4 -0.4
H -6.626294 -0.011326 0.054825 0.0 -0.1 0.0
H -7.248149 -2.362139 0.619613 0.0 0.1 0.0
H -5.846372 -3.595306 2.278483 0.0 0.1 0.0
H -3.891180 -2.427907 3.305176 0.1 0.0 -0.1
H -3.429257 -0.071857 2.628665 0.0 -0.1 0.0
N 2.850216 -0.527625 -7.032155 0.7 0.0 0.2
C 3.874494 -0.304167 -7.871942 -0.5 -0.1 0.3
C 5.205107 -0.312602 -7.485032 0.0 0.0 0.1
C 5.499515 -0.562366 -6.152114 0.1 0.0 0.0
C 4.460609 -0.794778 -5.262200 0.1 0.0 -0.1
C 3.163348 -0.768514 -5.748238 -0.3 0.1 -0.5
H 3.593467 -0.110592 -8.902211 0.1 0.0 0.0
H 5.991093 -0.128185 -8.206956 -0.1 0.0 0.0
H 6.528789 -0.575969 -5.810019 -0.1 0.0 0.0
H 4.654110 -0.992274 -4.215909 0.0 0.0 -0.1
H 2.317433 -0.947850 -5.092022 0.1 0.0 0.0
N -2.313008 -4.061225 4.051685 0.2 -0.6 0.4
C -3.122692 -5.077804 4.392309 0.3 0.5 -0.2
C -2.702107 -6.198912 5.088850 0.1 0.0 0.0
C -1.366049 -6.281410 5.454205 0.1 -0.1 0.0
C -0.506529 -5.246630 5.113860 -0.1 -0.1 0.0
C -1.025132 -4.165841 4.419170 -0.4 0.3 -0.3
H -4.157233 -4.968706 4.081768 0.0 -0.1 0.0
H -3.400734 -6.987686 5.339077 0.0 0.1 0.0
H -0.998081 -7.143993 5.999332 0.0 0.1 0.0
H 0.541984 -5.278544 5.382569 -0.1 0.0 0.0
H -0.393772 -3.330161 4.133384 0.0 0.0 0.0
```
Positions in Å, forces in eV/Å.

Output
HOMO level = -7.9 eV
electronic energy = -2665.9061 hartree
gap between HOMO and LUMO = 6.5 eV
SMILES = C=CCc1cc(CCC(F)=C(F)F)c2nsnc2c1CC(=O)Cl.c1ccncc1.c1ccncc1.c1ccncc1
lowest unoccupied orbital energy = -1.323 eV

(3)
Computed, not measured: a molecular structure, C30H27ClO3PSTm at a distorted geometry, with ωB97M-V/def2-TZVPD.

XYZ file:
```
64
Properties=species:S:1:pos:R:3:forces:R:3
C -0.815640 -1.799265 2.117170 -0.3 -1.0 0.1
C -0.648461 -2.059963 0.728604 0.1 -0.3 0.7
C 0.703100 -2.459336 0.527581 -0.1 -0.2 0.3
H -1.445674 -2.101463 -0.019352 0.4 0.3 0.3
C 1.373586 -2.441563 1.778581 0.0 -0.3 0.2
C 0.438813 -1.999210 2.772528 -0.1 -1.0 0.1
H 0.621465 -1.933091 3.852727 -0.1 0.0 -0.5
H -1.776924 -1.652486 2.606588 0.5 0.4 -0.2
H 1.086902 -2.839189 -0.417706 0.2 0.4 0.3
H 2.405842 -2.764580 1.972977 -0.6 0.4 -0.2
Tm 0.791925 -0.008391 1.503591 0.2 1.3 -1.8
Cl 3.070207 0.759276 0.870687 -0.2 -0.1 0.1
P 0.108458 -0.052088 -2.365007 0.6 0.2 1.9
C 1.361454 -1.129078 -3.109563 0.3 -0.6 -0.6
C 1.115202 -1.941855 -4.229747 0.4 0.0 0.2
H 0.128583 -1.958679 -4.690009 0.2 0.1 0.0
C 2.129971 -2.755909 -4.744744 0.0 0.1 0.0
H 1.937888 -3.373164 -5.620479 0.0 0.1 0.2
C 3.391840 -2.778726 -4.156693 -0.1 0.2 0.2
H 4.190109 -3.394375 -4.567211 -0.2 0.1 0.1
C 3.634480 -2.001783 -3.022151 -0.1 0.1 0.0
H 4.611099 -2.021008 -2.544856 -0.2 0.0 -0.1
C 2.631753 -1.192621 -2.495460 -0.5 0.1 -0.1
H 2.804465 -0.609903 -1.587344 0.1 -0.1 -0.3
C -1.505339 -0.550225 -2.977617 -0.9 -0.1 -0.4
C -1.917908 -1.891489 -2.831488 -0.1 0.5 0.0
H -1.230335 -2.625241 -2.410513 -0.1 0.1 -0.2
C -3.214039 -2.269538 -3.173742 0.2 0.0 0.0
H -3.508799 -3.306353 -3.065718 0.0 0.0 0.0
C -4.131156 -1.331785 -3.643394 0.3 0.0 0.0
H -5.138002 -1.639055 -3.916891 0.2 0.1 0.1
C -3.741692 -0.000560 -3.748048 0.0 0.1 0.0
H -4.457869 0.739360 -4.092384 0.1 0.0 0.1
C -2.450047 0.399724 -3.411863 0.2 -0.4 0.1
H -2.177753 1.453122 -3.443559 0.0 -0.2 -0.2
C 0.471921 1.629248 -2.940110 0.2 0.5 -0.6
C 1.045680 1.870384 -4.200321 -0.2 0.4 0.2
H 1.329924 1.036755 -4.840839 -0.2 0.2 0.1
C 1.275211 3.183746 -4.623618 0.0 -0.3 0.0
H 1.697081 3.366336 -5.608634 0.0 -0.1 0.1
C 0.961625 4.259897 -3.801107 -0.2 -0.2 0.3
H 1.124329 5.280665 -4.133264 0.0 -0.1 0.0
C 0.438752 4.026361 -2.528865 0.0 -0.2 0.0
H 0.207588 4.857608 -1.871114 0.1 -0.1 -0.1
C 0.206965 2.724220 -2.089853 0.1 -0.5 -0.3
H -0.164637 2.519728 -1.082654 0.0 0.2 -0.3
C 0.754527 0.664514 8.144038 0.1 0.0 0.2
C 0.121629 0.903334 6.804534 -0.1 0.1 -0.2
C -0.817820 -0.005425 6.305042 0.0 0.1 0.2
C -1.466305 0.236339 5.100223 0.1 0.3 -0.2
C -1.152638 1.392355 4.379546 0.3 -0.4 -0.2
C -0.192807 2.287670 4.846789 -0.1 0.1 -0.2
C 0.432905 2.048925 6.055149 0.1 -0.2 0.5
S -1.809130 1.685510 2.738293 -0.3 -0.8 0.8
O -2.638018 0.536564 2.407150 0.5 1.0 0.0
O -2.406979 2.987759 2.781821 0.3 -0.1 -0.6
O -0.502519 1.658251 1.912745 -0.7 -0.1 0.2
H -0.012958 0.560005 8.921858 0.2 0.0 -0.2
H 1.354228 -0.254233 8.152479 -0.1 0.2 0.0
H 1.405627 1.500237 8.417347 -0.1 -0.2 0.0
H -1.057664 -0.902126 6.889844 0.1 0.4 -0.3
H -2.207168 -0.455882 4.710036 0.1 0.1 0.0
H 0.061138 3.168592 4.254248 -0.1 -0.2 0.2
H 1.161993 2.763151 6.453754 -0.3 -0.3 -0.2
```
Positions in Å, forces in eV/Å.

Output
HOMO level (alpha / beta) = -8.1 / -8.1 eV
electronic energy = -3670.1636 hartree
gap between HOMO and LUMO (alpha / beta) = 8.0 / 8.1 eV
lowest unoccupied orbital energy (alpha / beta) = -0.066 / -0.001 eV
spin multiplicity = 3